1.
Entry from the OMol25 dataset: 2 unconnected molecules or ions with the total composition C5H15NO in a non-equilibrium geometry (ωB97M-V with the def2-TZVPD basis set).

```
22
Properties=species:S:1:pos:R:3:forces:R:3
C -2.74399 1.06689 0.19181 -0.34 -0.75 1.75
C -1.65660 0.02917 0.54156 -0.04 0.27 -1.04
N -0.32312 0.47590 0.08060 0.66 -0.44 0.26
C 0.72825 -1.73595 -0.47218 0.73 -0.02 0.43
C 0.31290 -0.34540 -0.98569 -0.53 0.33 -0.10
C 1.50890 0.40364 -1.56627 1.08 -0.96 -0.82
H -3.72983 0.69986 0.62554 0.98 0.53 -0.82
H -2.78156 1.24581 -0.86544 -0.23 -0.03 -0.53
H -2.48790 1.99952 0.68938 -0.10 0.18 -0.03
H -1.63880 -0.12834 1.62807 -0.09 -0.22 -0.30
H -1.94793 -0.89070 -0.00430 0.24 0.05 0.62
H 0.33612 0.44617 0.86970 -0.47 0.18 -0.36
H 1.15205 -2.37659 -1.30036 -0.34 0.62 0.96
H 1.50481 -1.58928 0.37870 -1.19 -0.40 -1.45
H -0.16234 -2.23340 -0.04749 0.52 0.01 -0.14
H -0.43588 -0.41510 -1.80228 0.25 -0.26 0.40
H 1.98819 -0.19782 -2.45529 -0.87 1.22 1.69
H 1.25837 1.41442 -1.86940 -0.28 0.00 -0.36
H 2.27351 0.55135 -0.78651 -0.02 -0.33 -0.20
H 2.79819 0.67409 1.81413 -0.46 -0.26 0.11
H 2.03448 0.62193 3.10011 -0.08 0.66 1.91
O 2.01220 0.28381 2.23561 0.59 -0.39 -1.97
```
Forces are in eV/Å.

Results
F_max ... 0.04394 hartree/bohr
LUMO ... 0.607 eV
SMILES ... CCNC(C)C.O

Mulliken atomic charges, in units of e: atom 1 (C): -1.220, atom 2 (C): -0.279, atom 3 (N): -0.330, atom 4 (C): -0.975, atom 5 (C): 0.261, atom 6 (C): -1.274, atom 7 (H): 0.322, atom 8 (H): 0.303, atom 9 (H): 0.326, atom 10 (H): 0.333, atom 11 (H): 0.267, atom 12 (H): 0.254, atom 13 (H): 0.370, atom 14 (H): 0.175, atom 15 (H): 0.321, atom 16 (H): 0.307, atom 17 (H): 0.305, atom 18 (H): 0.392, atom 19 (H): 0.182, atom 20 (H): 0.307, atom 21 (H): 0.270, atom 22 (O): -0.616

***

2.
Entry from the OMol25 dataset: 2 unconnected molecules or ions with the total composition C5H15NO in a non-equilibrium geometry (ωB97M-V with the def2-TZVPD basis set).

```
22
Properties=species:S:1:pos:R:3:forces:R:3
C -1.39526 -0.51247 -2.60978 1.06 0.26 0.94
O -2.40322 -0.84259 -3.43215 0.08 0.03 -0.16
C -1.63253 -0.76186 -1.11351 -0.47 -0.06 -0.79
H -1.12293 0.55937 -2.73109 -0.33 -0.10 -0.37
H -0.42753 -0.98974 -2.89100 -0.46 -0.10 -0.39
H -0.75242 -0.47605 -0.55147 0.21 0.04 -0.07
H -1.84479 -1.82441 -0.96777 -0.07 0.17 0.22
H -2.47475 -0.13994 -0.80504 -0.05 -0.23 0.24
C 3.02973 1.17814 1.34401 0.43 0.45 -0.29
C 1.64209 0.72074 0.96573 -0.04 -0.46 0.01
N 0.90154 0.24171 2.20099 0.09 0.78 0.12
C -0.51539 -0.15599 1.98860 -0.14 -0.55 -0.03
H 3.68773 0.37851 1.68692 -0.24 -0.11 0.12
H 3.52524 1.59128 0.46279 -0.14 -0.04 -0.03
H 3.03312 1.98946 2.07735 -0.14 -0.13 0.04
H 1.02200 1.49130 0.50373 0.11 0.08 0.25
H 1.66749 -0.11558 0.26601 0.00 -0.06 0.12
H 0.94687 1.00562 2.88127 -0.08 0.00 -0.04
H 1.41078 -0.52042 2.65310 0.03 -0.09 -0.22
H -1.10717 0.62655 1.52273 0.32 0.22 0.01
H -0.95453 -0.40748 2.94726 -0.01 -0.10 0.09
H -0.50285 -1.02075 1.32875 -0.14 0.00 0.22
```
Forces are in eV/Å.

Results
Spin multiplicity ... 2
<S²> ... 0.75
F_max ... 0.02806 hartree/bohr
Net charge ... +1
LUMO (spin up / spin down) ... -3.541 / -4.012 eV

Mulliken atomic charges, in units of e: atom 1 (C): -0.400, atom 2 (O): -0.324, atom 3 (C): -0.172, atom 4 (H): 0.296, atom 5 (H): 0.295, atom 6 (H): -0.399, atom 7 (H): 0.353, atom 8 (H): 0.298, atom 9 (C): -1.302, atom 10 (C): -0.337, atom 11 (N): -0.201, atom 12 (C): -0.961, atom 13 (H): 0.382, atom 14 (H): 0.364, atom 15 (H): 0.391, atom 16 (H): 0.376, atom 17 (H): 0.368, atom 18 (H): 0.391, atom 19 (H): 0.395, atom 20 (H): 0.387, atom 21 (H): 0.360, atom 22 (H): 0.443

***

3.
Entry from the OMol25 dataset: 2 unconnected molecules or ions with the total composition C5H15NO in a non-equilibrium geometry (ωB97M-V with the def2-TZVPD basis set).

```
22
Properties=species:S:1:pos:R:3:forces:R:3
C 0.63806 0.10845 -2.66996 -1.19 -0.05 -0.13
N 0.06977 -0.27080 -1.38513 2.36 1.22 -0.48
C -0.48323 0.80008 -0.54488 -0.65 -1.92 0.10
C -0.15679 0.61151 0.93132 1.25 0.95 1.25
C -0.57555 -0.66674 1.64625 -2.09 -0.12 -0.69
C -0.63076 1.87638 1.71144 -0.17 -0.41 -1.13
H -0.13194 0.73023 -3.13229 0.56 0.32 -0.28
H 1.59487 0.62240 -2.49393 -0.25 0.24 0.08
H 0.85346 -0.74130 -3.30691 -0.08 -0.33 0.12
H 0.61911 -1.05348 -1.01213 -0.79 0.02 0.66
H -0.22657 1.78321 -0.93861 0.28 -0.13 -0.20
H -1.55524 0.65983 -0.75925 -0.29 0.30 0.39
H 0.94136 0.62816 1.03200 -0.11 0.27 -0.39
H -1.20477 -0.40325 2.49217 0.09 0.05 0.24
H -1.30245 -1.19454 1.00901 0.38 -0.44 0.12
H 0.17547 -1.34014 2.03454 0.40 0.01 -0.31
H -1.68645 2.09953 1.56188 -0.21 -0.29 -0.07
H -0.49571 1.70359 2.76886 0.37 0.29 0.19
H -0.10127 2.73796 1.31203 0.22 0.21 0.48
H 1.63774 -2.54431 0.50711 -0.27 -0.73 -0.43
H 0.65341 -2.90046 -0.64144 -0.74 -0.11 -0.21
O 1.36747 -3.24633 -0.12210 0.94 0.65 0.70
```
Forces are in eV/Å.

Results
Spin multiplicity ... 2
<S²> ... 0.75
F_max ... 0.05245 hartree/bohr
Net charge ... +1
LUMO (spin up / spin down) ... -3.215 / -7.903 eV

Mulliken atomic charges, in units of e: atom 1 (C): -0.863, atom 2 (N): 0.194, atom 3 (C): -0.904, atom 4 (C): 0.942, atom 5 (C): -1.389, atom 6 (C): -1.701, atom 7 (H): 0.373, atom 8 (H): 0.378, atom 9 (H): 0.329, atom 10 (H): 0.115, atom 11 (H): 0.491, atom 12 (H): 0.343, atom 13 (H): 0.232, atom 14 (H): 0.435, atom 15 (H): 0.341, atom 16 (H): 0.294, atom 17 (H): 0.407, atom 18 (H): 0.434, atom 19 (H): 0.438, atom 20 (H): 0.328, atom 21 (H): 0.362, atom 22 (O): -0.579

***

4.
Entry from the OMol25 dataset: 2 unconnected molecules or ions with the total composition C5H15NO in a non-equilibrium geometry (ωB97M-V with the def2-TZVPD basis set).

```
22
Properties=species:S:1:pos:R:3:forces:R:3
C 0.38251 0.29875 1.89177 -0.41 1.84 -0.77
C -1.06793 0.15384 2.48346 -0.96 -0.45 -0.60
C 0.47835 -0.56582 0.51386 -0.34 0.83 2.85
N -0.57662 -0.05320 -0.45413 4.62 -3.12 -0.79
C -0.20879 1.02959 -1.33334 -0.96 1.40 0.78
C -1.13880 -1.19471 -1.18657 -3.83 1.37 1.57
H 1.19361 0.10963 2.61315 -0.30 -0.48 -0.53
H 0.56972 1.47562 1.61407 -0.59 -2.85 0.47
H -1.68936 0.47094 1.60961 -0.10 -0.24 0.74
H -1.43978 -0.89236 2.76564 1.06 1.17 -0.59
H -1.42342 0.78305 3.33704 1.04 -0.20 -0.70
H 0.41760 -1.67177 0.67243 -0.96 1.01 0.13
H 1.50493 -0.50007 0.13745 -0.49 0.83 -0.65
H -1.19008 1.53636 -1.32994 0.45 0.88 -0.48
H -0.01818 0.69938 -2.35713 -0.15 -0.28 0.26
H 0.65935 1.64572 -1.01379 -1.20 -0.43 0.25
H -2.14216 -1.49706 -0.60331 2.46 0.01 -1.33
H -1.39622 -0.82116 -2.15148 -0.71 0.07 -0.66
H -0.38385 -1.91489 -1.34570 0.61 -1.19 0.46
H 2.67924 0.94789 -1.68540 3.94 7.70 -0.07
H 2.47529 -0.21969 -2.49279 0.72 -1.23 -2.44
O 2.31459 0.17996 -1.68489 -3.90 -6.63 2.12
```
Forces are in eV/Å.

Results
Spin multiplicity ... 2
<S²> ... 0.75
F_max ... 0.16829 hartree/bohr
Net charge ... +1
LUMO (spin up / spin down) ... -2.780 / -7.173 eV

Mulliken atomic charges, in units of e: atom 1 (C): -0.423, atom 2 (C): -0.937, atom 3 (C): -0.574, atom 4 (N): 0.359, atom 5 (C): -0.913, atom 6 (C): -1.028, atom 7 (H): 0.401, atom 8 (H): 0.204, atom 9 (H): 0.231, atom 10 (H): 0.264, atom 11 (H): 0.337, atom 12 (H): 0.533, atom 13 (H): 0.273, atom 14 (H): 0.399, atom 15 (H): 0.358, atom 16 (H): 0.335, atom 17 (H): 0.278, atom 18 (H): 0.470, atom 19 (H): 0.429, atom 20 (H): 0.246, atom 21 (H): 0.259, atom 22 (O): -0.501

***

5.
Entry from the OMol25 dataset: 3 unconnected molecules or ions with the total composition C5H15NO2 in a non-equilibrium geometry (ωB97M-V with the def2-TZVPD basis set).

```
23
Properties=species:S:1:pos:R:3:forces:R:3
C -0.89088 1.29907 1.86163 0.64 0.56 -2.52
C -0.22322 1.20602 0.46394 2.41 0.64 -0.85
C -1.03190 0.55101 -0.65792 1.66 -2.14 -1.76
C -2.30227 0.22736 -0.60378 -1.55 -0.28 -1.35
C 0.88689 0.36134 -2.44537 -1.16 -0.68 -0.21
N -0.42213 -0.06927 -1.84583 0.86 1.17 -0.03
H -1.72678 1.92925 1.80573 -1.72 0.43 0.05
H -1.02776 0.39168 2.34800 -0.98 -2.06 0.11
H -0.28517 1.75631 2.56348 1.90 1.45 1.02
H 0.81144 0.69187 0.63071 -1.77 0.49 -0.69
H 0.11112 2.23905 0.01853 -0.68 -1.52 1.17
H -2.83749 -0.29554 -1.42450 0.71 0.29 0.43
H -2.96067 0.70181 0.02039 -1.35 0.73 2.13
H 1.63260 -0.16598 -1.88482 0.90 0.18 0.23
H 1.08024 1.44728 -2.46800 -0.19 -0.35 0.18
H 0.95887 -0.01690 -3.50175 -0.27 0.32 0.94
H -1.10431 -0.37229 -2.56385 0.63 0.71 1.13
H -1.19620 -3.00850 1.40818 0.29 -0.25 -0.40
H 0.17417 -2.28404 1.60621 1.69 -0.25 -0.76
O -0.72877 -2.29494 1.83255 -1.87 0.57 1.18
H 3.99713 -0.40236 -0.05244 -0.87 -0.71 1.27
H 4.04010 0.00842 1.43221 -1.24 -1.72 -1.14
O 3.56076 -0.70555 0.82642 1.95 2.42 -0.14
```
Forces are in eV/Å.

Results
Spin multiplicity ... 2
<S²> ... 0.75
F_max ... 0.06275 hartree/bohr
Net charge ... -1
LUMO (spin up / spin down) ... 3.437 / 3.320 eV

Mulliken atomic charges, in units of e: atom 1 (C): -1.686, atom 2 (C): -0.011, atom 3 (C): 0.690, atom 4 (C): -1.341, atom 5 (C): -1.377, atom 6 (N): -0.207, atom 7 (H): 0.447, atom 8 (H): 0.317, atom 9 (H): 0.591, atom 10 (H): 0.048, atom 11 (H): 0.319, atom 12 (H): 0.237, atom 13 (H): 0.336, atom 14 (H): 0.371, atom 15 (H): 0.289, atom 16 (H): 0.367, atom 17 (H): 0.271, atom 18 (H): 0.313, atom 19 (H): 0.370, atom 20 (O): -0.772, atom 21 (H): 0.565, atom 22 (H): 0.637, atom 23 (O): -1.772

***

6.
Entry from the OMol25 dataset: 3 unconnected molecules or ions with the total composition C5H15NO2 in a non-equilibrium geometry (ωB97M-V with the def2-TZVPD basis set).

```
23
Properties=species:S:1:pos:R:3:forces:R:3
C 0.41546 0.54484 0.31912 1.02 1.72 1.72
N 0.46485 -0.13732 -0.95488 0.24 -0.49 0.52
C -0.74974 -0.01037 -1.74106 -0.43 0.09 -0.24
C 0.84640 -1.55195 -0.63752 -1.79 -0.18 -1.24
C 0.62816 -1.79607 0.84980 1.40 0.57 1.44
C 0.13365 -0.45967 1.43937 -1.71 -0.94 -0.97
H 1.37452 1.06668 0.56567 -0.19 -0.56 -0.48
H -0.29100 1.38014 0.34929 -0.25 -0.30 -0.30
H -1.65148 -0.52678 -1.37178 0.22 -0.12 0.36
H -1.02442 1.04774 -1.80787 0.16 -0.14 -0.13
H -0.58808 -0.39530 -2.75031 0.13 0.14 0.02
H 0.16130 -2.16717 -1.26608 0.74 0.06 0.35
H 1.87849 -1.76598 -0.89617 0.04 0.14 -0.23
H -0.03620 -2.56060 1.24044 -0.05 -0.46 -0.77
H 1.63180 -2.02021 1.25134 -0.40 -0.05 0.16
H 0.42599 -0.29875 2.47068 0.62 0.51 -0.13
H -0.96236 -0.56600 1.50767 0.17 0.18 -0.03
H 2.50068 2.68777 -1.49885 0.29 0.33 0.02
H 1.68054 1.47128 -1.76835 0.27 -0.54 -0.20
O 2.51242 1.89730 -2.03997 -0.47 0.04 0.17
H -3.56846 1.88021 1.87031 0.18 0.23 -0.26
H -3.04535 0.83530 2.77566 0.38 -0.10 0.02
O -2.73720 1.44492 2.09348 -0.55 -0.11 0.22
```
Forces are in eV/Å.

Results
F_max ... 0.05132 hartree/bohr
LUMO ... 0.573 eV
SMILES ... CN1CCCC1.O.O

Mulliken atomic charges, in units of e: atom 1 (C): -0.777, atom 2 (N): -0.052, atom 3 (C): -1.108, atom 4 (C): -0.738, atom 5 (C): -0.513, atom 6 (C): -0.525, atom 7 (H): 0.265, atom 8 (H): 0.511, atom 9 (H): 0.429, atom 10 (H): 0.342, atom 11 (H): 0.361, atom 12 (H): 0.265, atom 13 (H): 0.372, atom 14 (H): 0.374, atom 15 (H): 0.199, atom 16 (H): 0.464, atom 17 (H): 0.116, atom 18 (H): 0.302, atom 19 (H): 0.385, atom 20 (O): -0.681, atom 21 (H): 0.298, atom 22 (H): 0.304, atom 23 (O): -0.594